No. 1
Formula: C11H15BEuN6O2
Source: the Open Molecules 2025 dataset
Level of theory: wB97M-V/def2-TZVPD

* HOMO level (alpha / beta): -15.474 / -15.492 eV
* LUMO (alpha / beta): -10.52 / -10.10 eV
* HOMO-LUMO gap (alpha / beta): 4.957 / 5.388 eV

Structure (ORCA input):
```
! RIJCOSX wB97M-V def2-TZVPD def2/J DEFGRID3
* xyz 2 8
C 2.8981 -0.0380 -0.1737
N 1.6457 -0.0210 -0.6828
N 1.7731 0.1590 -2.0585
C 3.0777 0.1476 -2.3950
C 3.8335 0.0343 -1.2259
B 0.5271 0.2598 -2.9601
N -0.4232 -0.8910 -2.5112
N -0.7114 -1.2331 -1.1775
C -1.6325 -2.2262 -1.2391
C -1.8301 -2.6173 -2.5820
C -1.0449 -1.7518 -3.3428
Eu 0.3931 -1.1829 1.2192
N -0.1727 1.6586 -2.8007
N -0.6820 1.9513 -1.5540
C -1.1516 3.1868 -1.5731
C -1.0064 3.7245 -2.8779
C -0.3796 2.7157 -3.6216
H -1.5640 3.6636 -0.6831
H -0.0926 2.6835 -4.6492
H -1.3198 4.6935 -3.1986
H 0.8242 0.1164 -4.1040
H -0.8809 -1.6973 -4.4092
H 3.4105 0.2031 -3.4169
H -2.4434 -3.4209 -2.9396
H 4.8923 0.0082 -1.1192
H -2.1361 -2.5979 -0.3488
H 3.0742 -0.0936 0.8960
H -2.0445 -0.9109 1.1708
C -1.8067 -1.4074 2.1306
H -2.7911 -1.7534 2.4688
H -1.1803 -2.3127 1.9948
H -1.3524 -0.7077 2.8689
O 1.3523 1.4017 4.6511
C 0.7668 0.6734 3.8573
O 0.9231 0.5621 2.5585
H -0.0311 -0.0389 4.2143
*
```

Results of the Löwdin charge analysis, in e, for atoms 1 through 8:
1 C -0.164
2 N -0.110
3 N -0.018
4 C -0.018
5 C -0.015
6 B -0.477
7 N -0.018
8 N -0.098



No. 2
Formula: C11H15BiNP
Source: the Open Molecules 2025 dataset
Level of theory: wB97M-V/def2-TZVPD

* HOMO level (alpha / beta): -4.154 / -4.154 eV
* LUMO (alpha / beta): 0.34 / 0.34 eV
* HOMO-LUMO gap (alpha / beta): 4.496 / 4.496 eV
* energy relative to the best compared isomer or geometry (same formula, charge and spin): 92.08 kcal/mol

Structure (ORCA input):
```
! RIJCOSX wB97M-V def2-TZVPD def2/J DEFGRID3
* xyz 0 1
C -3.1560 0.9563 -2.2325
C -2.0474 0.4735 -3.0481
C -1.7842 -0.9162 -2.6657
C -2.7761 -1.3031 -1.6526
C -3.6176 -0.1470 -1.3846
Bi -1.3271 0.3453 -0.7685
P -1.3601 2.2572 0.7069
H -3.5542 1.9633 -2.2364
H -1.5029 1.0411 -3.8043
H -1.0002 -1.5458 -3.0583
H -4.4393 -0.1117 -0.6721
H -2.8585 -2.2793 -1.1825
H -2.3758 2.2826 1.6164
H -1.4138 3.4801 0.1013
H -0.2085 2.2870 1.4588
C 4.0885 -1.0463 2.2884
C 2.8114 -0.7285 1.5768
C 1.6935 -1.5543 1.7193
C 0.5219 -1.2592 1.0703
N 0.4818 -0.1568 0.2893
C 1.5369 0.6742 0.1136
C 2.7090 0.3950 0.7574
H 3.9173 -1.0606 3.3720
H 4.4550 -2.0323 1.9754
H 4.8602 -0.3048 2.0701
H 1.7340 -2.4445 2.3487
H -0.3766 -1.8829 1.1575
H 1.4298 1.5530 -0.5319
H 3.5588 1.0649 0.6156
*
```

Results of the natural (NBO) charge analysis, in e, for atoms 1 through 8:
1 C -0.343
2 C -0.329
3 C -0.382
4 C -0.340
5 C -0.340
6 Bi 0.490
7 P 0.123
8 H 0.237



No. 3
Formula: C11H15Cl2MnO2V
Source: the Open Molecules 2025 dataset
Level of theory: wB97M-V/def2-TZVPD

* HOMO level (alpha / beta): -8.650 / -9.370 eV
* LUMO (alpha / beta): -2.06 / -0.03 eV
* HOMO-LUMO gap (alpha / beta): 6.589 / 9.337 eV

Structure (ORCA input):
```
! RIJCOSX wB97M-V def2-TZVPD def2/J DEFGRID3
* xyz 0 6
V -1.2593 3.7725 1.0405
Cl -0.3629 3.7558 3.0229
C -3.2187 3.5692 1.2512
C -0.9882 5.5783 0.2578
H -3.7782 4.5064 1.1020
H -3.5414 2.8267 0.5026
H -3.3962 3.1938 2.2740
H -1.9063 6.1598 0.0990
H -0.5164 5.4449 -0.7260
H -0.3082 6.1712 0.8934
Mn 0.2493 0.5688 -0.8633
C 2.1713 1.1803 -1.5596
C -0.8491 2.3732 -0.4930
H 2.2025 2.1036 -2.1557
H 2.7730 1.2503 -0.6371
H 2.4471 0.2887 -2.1486
H -0.0360 2.7306 -1.1849
H -1.7872 2.2793 -1.1045
Cl 1.4596 -7.6634 0.2696
C 1.1583 -5.9739 0.2085
C 1.9697 -5.0865 0.9360
C 1.7485 -3.7062 0.8293
C 0.7266 -3.2420 -0.0042
C -0.1123 -4.1180 -0.6768
C 0.0861 -5.4936 -0.5630
C 0.5399 -1.7875 -0.2896
O 1.0048 -0.8897 0.4966
O -0.1181 -1.4038 -1.3326
H 2.7643 -5.4928 1.5582
H 2.3567 -2.9921 1.3861
H -0.9125 -3.7243 -1.3018
H -0.5669 -6.1797 -1.0864
*
```

Results of the natural (NBO) charge analysis, in e, for atoms 1 through 8:
1 V 1.253
2 Cl -0.352
3 C -0.975
4 C -1.004
5 H 0.224
6 H 0.228
7 H 0.244
8 H 0.228



No. 4
Formula: C11H15IN2O2Re
Source: the Open Molecules 2025 dataset
Level of theory: wB97M-V/def2-TZVPD

* HOMO level (alpha / beta): -15.330 / -16.846 eV
* LUMO (alpha / beta): -7.31 / -8.27 eV
* HOMO-LUMO gap (alpha / beta): 8.018 / 8.575 eV

Structure (ORCA input):
```
! RIJCOSX wB97M-V def2-TZVPD def2/J DEFGRID3
* xyz 2 4
Re -0.7496 0.9436 0.9124
C -1.4326 -3.3123 0.1681
C -0.9755 -1.9690 -0.2892
O -1.4676 -0.9288 0.2493
N -0.0710 -1.8856 -1.2447
C 0.3794 -0.6265 -1.8297
C 1.5443 -0.0235 -1.0914
C 2.8216 -0.0713 -1.6099
C 3.8722 0.5102 -0.9109
C 3.6148 1.1210 0.3039
C 2.3211 1.1291 0.7724
N 1.2970 0.5711 0.0962
H -2.4880 -3.2623 0.4257
H -0.8807 -3.5764 1.0734
H -1.2679 -4.0833 -0.5814
H 0.2962 -2.7488 -1.6193
H -0.4612 0.0642 -1.8494
H 0.6554 -0.8149 -2.8632
H 2.9925 -0.5523 -2.5640
H 4.8759 0.4897 -1.3156
H 4.3992 1.5882 0.8833
H 2.0830 1.5964 1.7203
I -1.0498 2.3433 3.2206
C -0.4035 0.3057 2.8663
H -1.1254 -0.3681 3.3194
H 0.5898 0.1941 3.2922
C -3.6803 2.2774 -0.1236
C -2.2504 1.9236 -0.0959
O -1.3184 2.1530 -0.8609
H -3.8366 3.2456 -0.5995
H -4.0976 2.2473 0.8777
H -4.1864 1.5199 -0.7324
*
```

Results of the natural (NBO) charge analysis, in e, for atoms 1 through 8:
1 Re 1.314
2 C -0.706
3 C 0.739
4 O -0.728
5 N -0.529
6 C -0.277
7 C 0.220
8 C -0.213



Q: Which molar mass values were calculated for the entries above? A: 426.06 401.20 356.03 520.36, in g/mol.